Entry 1:
Here is 2 unconnected molecules or ions with the total composition C2H4F3O3S from the Open Molecules 2025 dataset. Energies are from wB97M-V/def2-TZVPD.

CARTESIAN COORDINATES (ANGSTROEM)
O  -1.730  -0.810  -0.642
F  -1.976  -1.540  0.635
F  1.538  1.792  0.506
C  0.821  0.676  0.087
H  1.879  -0.514  1.484
O  -2.815  1.054  0.635
S  -1.693  0.800  -0.245
C  1.588  -0.571  0.430
H  2.493  -0.633  -0.178
O  -0.403  0.701  0.784
F  -1.297  -0.297  -2.760
H  0.948  -1.436  0.256
H  0.649  0.780  -0.993

Values from the calculation:
HOMO: -4.814 eV
LUMO: 3.6 eV
Charge: -1
DFT total energy: -1002.00992 hartree
Orbital gap: 8.4 eV

Entry 2:
Here is a molecular structure, C12H20AlF6N2O7PSb in a non-equilibrium geometry from the Open Molecules 2025 dataset. Energies are from wB97M-V/def2-TZVPD.

CARTESIAN COORDINATES (ANGSTROEM)
H  3.143  -1.967  -0.258
H  2.479  0.382  0.295
O  0.298  -0.999  5.197
H  -1.376  -3.334  0.472
C  -0.920  -2.891  -0.413
H  2.481  -1.607  -3.619
H  -2.387  3.763  -0.798
F  -0.928  4.495  -2.518
H  -2.591  -3.250  -1.724
F  -0.263  2.311  -3.757
C  -0.814  0.844  2.781
O  -1.177  -1.468  -0.344
Sb  0.715  3.662  -2.868
H  -1.377  -4.539  -1.703
C  -1.522  -3.459  -1.681
H  -2.080  0.683  5.953
C  2.285  -0.441  0.986
O  -1.353  0.097  6.188
F  1.080  4.664  -4.400
F  0.391  2.457  -1.168
O  1.038  2.044  3.643
H  2.363  -0.066  2.005
H  1.305  0.525  -3.067
C  -2.461  -0.536  3.238
C  0.356  1.772  2.695
H  -3.271  2.694  0.326
P  0.031  -0.418  -0.405
O  0.962  -0.909  -1.613
H  -0.254  -0.300  -3.202
H  4.272  -1.252  0.911
O  0.923  -0.919  0.821
H  0.153  -3.076  -0.376
H  -3.165  -1.244  3.646
Al  -0.653  1.970  0.179
C  1.439  -1.451  -3.898
N  -1.595  0.803  1.712
H  -3.270  -0.257  1.296
N  -2.588  -0.028  1.999
C  -0.696  -0.348  5.103
C  0.805  -0.437  -2.972
O  0.502  2.234  1.466
C  -1.317  0.007  3.788
F  1.551  4.795  -1.639
H  0.921  -2.409  -3.853
C  -2.313  2.896  -0.148
H  1.402  -1.077  -4.921
H  3.027  -2.391  1.460
F  2.250  2.585  -3.014
C  3.247  -1.587  0.758
H  -1.045  -3.023  -2.558

Values from the calculation:
HOMO (spin up / spin down): -8.906 / -10.545 eV
LUMO (spin up / spin down): -0.2 / -0.8 eV
Spin multiplicity: 2
Charge: 0
DFT total energy: -2528.98062 hartree
Orbital gap (spin up / spin down): 8.7 / 9.8 eV

Entry 3:
Here is 2 unconnected molecules or ions with the total composition C3H5O3 in a non-equilibrium geometry from the Open Molecules 2025 dataset. Energies are from wB97M-V/def2-TZVPD.

CARTESIAN COORDINATES (ANGSTROEM)
O  2.920  0.668  0.843
C  2.047  0.105  0.264
O  -1.421  0.537  -0.071
H  -2.970  -2.233  -0.707
O  0.933  0.643  -0.181
H  -3.745  -0.706  0.081
H  2.127  -0.949  -0.046
C  -2.906  -1.213  -0.369
C  -1.618  -0.632  -0.364
H  -0.107  0.757  0.053
H  -0.729  -1.264  -0.493

Values from the calculation:
HOMO (spin up / spin down): -9.801 / -9.796 eV
LUMO (spin up / spin down): 0.5 / -2.9 eV
Spin multiplicity: 2
Charge: 0
DFT total energy: -342.93464 hartree
Orbital gap (spin up / spin down): 10.3 / 6.9 eV
Relative energy (zero: lowest compared OMol25 entry of this formula, charge and spin): 11.9 kcal/mol

Entry 4:
Here is a gas-phase ion, C4H9N2O2S (charge +1) in a non-equilibrium geometry from the Open Molecules 2025 dataset. Energies are from wB97M-V/def2-TZVPD.

CARTESIAN COORDINATES (ANGSTROEM)
N  -1.094  1.337  -0.613
H  2.757  -0.404  0.008
H  -2.260  4.308  -1.159
H  0.759  -1.945  -0.716
C  2.148  0.338  -0.291
C  0.747  -0.040  0.461
N  -2.656  3.458  -1.219
S  -2.084  2.202  -2.041
H  -3.468  3.283  -0.801
C  0.274  -1.489  0.174
C  -0.162  0.847  -0.085
H  1.934  0.337  -1.285
H  0.309  -2.041  1.088
O  -1.059  2.583  -2.929
H  1.025  0.141  1.515
H  2.528  1.238  0.105
H  -0.717  -1.506  -0.135
O  -3.093  1.262  -2.269

Values from the calculation:
HOMO: -16.019 eV
LUMO: -4.4 eV
Charge: +1
SMILES: CC(C)C#[N+]S(N)(=O)=O
DFT total energy: -815.63657 hartree
Orbital gap: 11.7 eV
Relative energy (zero: lowest compared OMol25 entry of this formula, charge and spin): 52.2 kcal/mol

Entry 5:
Here is a molecular structure, C32H28BrF4FeN6S from the Open Molecules 2025 dataset. Energies are from wB97M-V/def2-TZVPD.

CARTESIAN COORDINATES (ANGSTROEM)
C  4.215  2.051  -1.700
C  -2.803  -0.564  2.273
H  -0.979  3.445  -3.295
H  -4.104  -2.415  -2.169
H  2.313  -1.894  -1.215
C  -2.594  0.604  4.368
H  -0.872  -2.318  3.126
H  -0.571  -2.057  -4.584
H  -1.310  0.931  2.693
H  -4.030  -1.527  0.159
N  -5.742  2.257  -5.492
F  5.207  1.953  -2.590
H  -7.138  2.174  -3.985
H  0.203  -3.639  2.632
F  1.173  2.247  1.003
H  0.042  1.612  -1.987
C  -3.833  3.657  -5.109
C  -3.080  -2.103  -2.317
H  -2.940  -2.805  -4.348
N  -2.274  -0.752  0.957
N  -1.109  -1.067  -1.436
C  -4.298  3.985  -3.844
H  0.925  -0.847  3.493
H  1.863  -3.277  0.958
C  -4.296  -1.083  4.077
H  -5.114  -1.660  4.485
C  -2.985  -1.249  0.028
H  -2.741  2.029  1.027
C  -6.188  2.601  -4.286
H  2.077  -2.128  3.069
H  -4.250  2.520  -6.880
F  2.589  4.428  0.438
C  -0.360  -2.767  2.276
C  1.268  -2.445  0.558
C  2.160  2.165  0.071
H  0.525  -2.880  -0.115
C  -1.116  -1.905  -3.664
Br  -4.254  0.164  6.620
H  -4.337  -2.082  2.197
H  -2.905  4.066  -5.484
C  3.467  0.916  -1.438
C  2.186  -1.482  -0.209
C  -4.591  2.793  -5.887
C  -2.378  2.354  0.061
N  -1.321  1.708  -0.440
H  -5.929  3.712  -2.463
C  -0.840  2.124  -1.619
C  -3.665  -0.126  4.862
Fe  -0.268  -0.011  0.343
C  1.478  -1.300  2.669
H  3.186  -1.473  0.238
C  2.898  3.294  -0.202
N  1.605  -0.148  -0.196
C  -5.513  3.458  -3.429
S  -3.357  5.064  -2.778
H  0.540  -0.941  -2.644
C  -3.863  -1.305  2.781
H  -3.873  3.869  -0.162
H  -2.100  1.338  4.990
H  4.538  4.144  -1.315
N  0.531  -1.788  1.653
C  -3.014  3.385  -0.605
C  -2.426  -2.319  -3.530
C  2.401  0.921  -0.531
C  -1.408  3.150  -2.347
C  -2.159  0.370  3.072
C  3.951  3.264  -1.098
C  -0.489  -1.279  -2.590
H  2.139  -0.556  2.233
C  -2.376  -1.481  -1.305
H  -1.101  -3.113  1.556
F  3.753  -0.204  -2.132
C  -2.539  3.783  -1.848

Values from the calculation:
HOMO (spin up / spin down): -10.110 / -10.261 eV
LUMO (spin up / spin down): -3.9 / -3.9 eV
Spin multiplicity: 5
Charge: +1
DFT total energy: -6199.93700 hartree
Orbital gap (spin up / spin down): 6.2 / 6.3 eV
Relative energy (zero: lowest compared OMol25 entry of this formula, charge and spin): 0.0 kcal/mol

Entry 6:
Here is a molecular structure, C37H53AsN3O4P2SZr from the Open Molecules 2025 dataset. Energies are from wB97M-V/def2-TZVPD.

CARTESIAN COORDINATES (ANGSTROEM)
H  1.186  2.213  2.852
H  -3.025  1.799  3.916
C  -1.420  1.298  -4.689
C  -0.580  -0.666  -3.583
H  -2.197  0.555  -2.837
C  0.152  2.446  2.583
H  5.187  -3.441  1.145
As  2.715  -3.433  1.435
C  1.332  0.858  -1.767
H  3.239  0.354  0.578
C  2.037  -4.842  -2.845
C  1.487  -3.661  -2.365
H  -2.279  0.502  -0.171
H  5.075  1.615  -4.127
S  3.510  -0.234  -2.203
H  1.585  -5.147  0.006
N  2.370  0.624  1.047
P  -0.546  -1.748  -2.146
O  1.656  -2.151  0.984
C  -2.230  -2.152  -1.639
H  -2.330  2.321  1.563
C  -0.595  -0.072  3.869
C  3.012  -3.256  3.317
H  -0.547  -3.261  0.303
H  -5.456  -2.597  -2.566
C  -2.346  -2.530  -0.304
H  1.128  -0.085  -6.449
H  2.445  -5.901  1.362
C  1.269  -5.708  -3.607
H  -2.121  2.122  -4.736
H  0.834  -0.612  5.391
H  4.264  3.780  -5.036
H  0.490  2.848  0.438
C  -0.483  1.122  -5.702
C  -1.466  0.413  -3.625
C  -4.578  -2.583  -1.934
H  -3.908  0.921  0.349
H  -0.650  -6.063  -4.504
H  2.105  -2.970  -1.809
H  1.701  -6.626  -3.985
H  -1.236  0.497  4.545
H  -3.633  -3.266  1.253
H  -0.425  -2.134  3.244
H  -0.843  3.742  1.142
C  -0.601  -4.207  -3.440
C  4.356  -3.289  0.457
H  1.235  0.901  4.600
H  4.387  -4.051  -0.319
H  -3.279  -1.886  -3.495
H  3.598  -2.361  3.517
C  3.253  1.316  -3.017
H  -1.399  -2.568  1.499
C  2.377  3.704  -4.029
C  -2.420  1.277  1.872
H  0.554  3.379  -2.911
C  -4.674  -2.973  -0.606
H  -5.625  -3.297  -0.205
H  -2.117  -1.544  3.286
H  2.058  -3.209  3.838
C  0.362  -0.841  -4.598
Zr  0.563  -0.695  0.153
C  -3.373  1.215  3.066
H  -0.459  2.601  4.692
H  -1.507  3.466  3.555
P  -0.659  0.809  2.240
H  -1.627  -3.963  -3.687
C  -1.141  -1.497  3.775
H  -1.259  -1.917  4.774
C  1.992  1.798  -2.669
H  4.436  -2.298  0.016
C  -0.477  3.181  3.770
H  1.052  -1.676  -4.571
C  -2.965  0.488  0.685
H  3.567  -4.129  3.662
H  -0.457  1.811  -6.536
O  0.281  1.041  -1.057
C  4.097  1.995  -3.863
H  0.797  4.213  1.529
H  1.498  -0.644  3.759
H  -4.342  1.618  2.768
C  0.827  -0.094  4.430
C  -3.553  -2.954  0.217
N  -1.142  -2.461  0.521
C  0.407  0.058  -5.654
H  2.532  0.535  2.047
H  -3.539  0.188  3.397
C  -3.356  -2.184  -2.456
O  4.372  -0.111  -1.049
C  0.154  3.351  1.346
H  0.881  -5.125  1.658
H  0.079  4.101  3.953
C  0.168  -3.330  -2.671
C  1.797  -5.073  1.071
O  3.734  -1.314  -3.101
C  3.633  3.210  -4.368
H  2.051  4.649  -4.443
H  2.247  1.621  0.877
H  -3.167  -0.547  0.958
N  1.955  -0.294  -1.573
H  3.078  -5.075  -2.653
C  -0.052  -5.392  -3.901
C  1.536  3.005  -3.170

Values from the calculation:
HOMO: -16.185 eV
LUMO: -8.2 eV
Charge: +3
DFT total energy: -5269.99438 hartree
Orbital gap: 8.0 eV
Relative energy (zero: lowest compared OMol25 entry of this formula, charge and spin): 0.0 kcal/mol